Entry 1:
DFT (ωB97M-V/def2-TZVPD) results for a cluster of 2 separate species, C10H23O2P in total.

Output
Electronic energy in eV: -24125.376
Spin multiplicity: 1
SMILES: COCPCC(C)C.C1CCOC1
Energy relative to the best compared isomer or geometry (same formula, charge and spin) in kcal per mole: 0.0
HOMO-LUMO gap in eV: 9.7

Geometry as XYZ:
```
36
C10H23O2P, DFT ωB97M-V/def2-TZVPD
C 2.630 1.027 0.439
O 1.574 1.936 0.202
C 1.247 2.717 1.333
P 0.313 1.835 2.720
C -1.440 2.188 2.214
C -1.861 1.775 0.798
C -2.843 2.764 0.178
C -2.442 0.363 0.794
H 2.563 0.583 1.439
H 2.561 0.231 -0.298
H 3.601 1.528 0.347
H 2.157 3.172 1.748
H 0.611 3.528 0.973
H 0.385 0.546 2.127
H -2.078 1.711 2.963
H -1.573 3.264 2.375
H -0.965 1.752 0.169
H -2.999 2.552 -0.881
H -3.818 2.711 0.671
H -2.486 3.794 0.265
H -2.887 0.127 -0.175
H -1.682 -0.395 0.998
H -3.224 0.261 1.551
C 1.797 -3.574 -2.239
C 1.613 -2.272 -1.462
C 0.107 -2.069 -1.560
O -0.468 -3.375 -1.601
C 0.553 -4.349 -1.822
H 2.719 -4.100 -1.997
H 1.783 -3.379 -3.313
H 1.912 -2.407 -0.420
H 2.174 -1.435 -1.877
H -0.159 -1.525 -2.473
H -0.309 -1.530 -0.708
H 0.729 -4.907 -0.896
H 0.204 -5.048 -2.584
```

Atomic partial charges in e from the natural (NBO) method, atoms 1 to 4:
1. C -0.25
2. O -0.55
3. C -0.34
4. P 0.49

Entry 2:
DFT (ωB97M-V/def2-TZVPD) results for a structure of composition C10H24AgClN2O4.

Output
Electronic energy in eV: -38451.189
Spin multiplicity: 1
Energy relative to the best compared isomer or geometry (same formula, charge and spin) in kcal per mole: 12.3
HOMO-LUMO gap in eV: 7.7

Geometry as XYZ:
```
42
C10H24AgClN2O4, DFT ωB97M-V/def2-TZVPD
Ag 1.017 -0.190 0.542
Cl 2.826 -1.443 2.086
C 2.766 2.350 1.027
O 1.887 1.933 -0.015
C 2.536 1.819 -1.267
C 1.935 0.707 -2.137
O 2.084 -0.608 -1.592
C 3.403 -1.095 -1.445
H 3.065 3.391 0.866
H 3.625 1.681 1.094
H 2.212 2.302 1.961
H 3.602 1.627 -1.123
H 2.435 2.742 -1.853
H 2.506 0.698 -3.073
H 0.870 0.824 -2.312
H 3.277 -2.117 -1.100
H 4.055 -0.553 -0.762
H 3.894 -1.139 -2.429
C -2.153 2.419 1.692
C -1.635 1.157 2.335
O -0.497 0.768 2.101
N -2.433 0.565 3.228
C -2.152 -0.765 3.764
H -3.059 2.816 2.150
H -2.344 2.269 0.625
H -1.382 3.188 1.660
H -3.289 1.061 3.399
H -1.970 -1.404 2.894
H -3.068 -1.181 4.176
H -1.285 -0.757 4.414
C -2.998 -0.734 -0.743
C -1.781 -1.460 -1.272
O -0.676 -1.336 -0.771
N -1.970 -2.322 -2.282
C -0.862 -3.148 -2.758
H -2.995 -0.893 0.337
H -3.887 -1.056 -1.274
H -2.839 0.344 -0.810
H -2.886 -2.391 -2.682
H -0.056 -2.520 -3.126
H -1.279 -3.754 -3.562
H -0.500 -3.797 -1.964
```

Atomic partial charges in e from the natural (NBO) method, atoms 1 to 4:
1. Ag 0.87
2. Cl -0.92
3. C -0.25
4. O -0.58

Entry 3:
DFT (ωB97M-V/def2-TZVPD) results for a cluster of 2 separate species, C10H24B3BrFN4O6P in total.

Output
Electronic energy in eV: -113085.830
Spin multiplicity: 1
SMILES: NB1OB(CC(=O)F)OB(CC(=O)Br)O1.CN(C)P(=O)(N(C)C)N(C)C
Energy relative to the best compared isomer or geometry (same formula, charge and spin) in kcal per mole: 0.0
HOMO-LUMO gap in eV: 7.1

Geometry as XYZ:
```
50
C10H24B3BrFN4O6P, DFT ωB97M-V/def2-TZVPD
N 0.637 4.784 -4.248
B 1.594 4.295 -3.204
O 1.196 3.077 -2.476
B 1.125 3.554 -1.096
C -0.288 3.727 -0.309
C -0.493 2.670 0.867
O 0.240 1.666 0.896
F -1.514 2.933 1.840
O 2.427 3.904 -0.519
B 2.868 5.014 -1.370
C 3.353 6.357 -0.564
C 2.166 6.646 0.509
O 1.221 7.405 0.204
Br 2.117 5.793 2.303
O 2.834 4.945 -2.829
H -0.156 5.184 -3.701
H 0.200 3.964 -4.722
H -1.192 3.678 -1.027
H -0.320 4.799 0.131
H 4.302 6.209 0.050
H 3.379 7.251 -1.272
C 1.279 -3.907 0.953
N 0.552 -2.959 0.124
C 1.379 -1.758 -0.036
P -1.138 -2.631 0.183
O -1.213 -2.264 -1.312
N -2.011 -4.105 -0.076
C -1.363 -5.223 -0.753
C -3.331 -3.893 -0.678
N -1.086 -2.998 1.929
C -1.862 -4.064 2.562
C -1.303 -1.757 2.695
H 1.513 -3.499 1.945
H 2.225 -4.177 0.474
H 0.743 -4.844 1.100
H 1.458 -1.211 0.911
H 0.954 -1.081 -0.779
H 2.384 -2.013 -0.381
H -0.856 -4.915 -1.672
H -2.086 -6.003 -1.007
H -0.643 -5.712 -0.096
H -3.265 -3.724 -1.760
H -3.824 -3.025 -0.228
H -3.978 -4.757 -0.501
H -2.940 -3.932 2.424
H -1.663 -4.092 3.640
H -1.567 -5.047 2.193
H -2.341 -1.417 2.610
H -0.655 -0.958 2.319
H -1.059 -1.892 3.752
```

Atomic partial charges in e from the natural (NBO) method, atoms 1 to 4:
1. N -1.13
2. B 1.26
3. O -0.89
4. B 1.21

Entry 4:
DFT (ωB97M-V/def2-TZVPD) results for a structure of composition C10H24BaN3Si.

Output
Net charge: -1
Electronic energy in eV: -23801.963
Spin multiplicity: 1
Energy relative to the best compared isomer or geometry (same formula, charge and spin) in kcal per mole: 6.4
HOMO-LUMO gap in eV: 2.8

Geometry as XYZ:
```
39
C10H24BaN3Si, DFT ωB97M-V/def2-TZVPD
C -0.471 0.670 -3.281
Ba 1.446 0.308 -1.248
N 4.105 -0.420 -0.444
N 2.712 -0.946 -3.447
H 4.178 -1.359 -0.040
H 0.271 1.450 -2.934
H -1.449 0.863 -2.833
H -0.191 -0.392 -3.133
H -0.537 0.823 -4.365
H 3.084 -1.884 -3.278
H 3.501 -0.374 -3.762
H 2.079 -1.019 -4.248
H 4.737 -0.406 -1.246
H 4.515 0.209 0.253
C 2.081 0.800 1.948
Si 0.219 0.741 2.120
C -0.270 -0.338 3.559
C -0.452 2.462 2.362
N -0.337 0.050 0.610
C -1.589 -0.410 0.326
C -1.722 -1.424 -0.672
C -2.986 -1.860 -1.062
C -4.136 -1.333 -0.448
C -4.020 -0.347 0.545
C -2.765 0.115 0.937
H 2.476 1.294 2.847
H 2.450 1.400 1.091
H 2.520 -0.208 1.917
H 0.106 0.081 4.502
H -1.361 -0.433 3.645
H 0.142 -1.350 3.448
H -0.119 3.131 1.556
H -1.549 2.492 2.392
H -0.082 2.864 3.317
H -0.804 -1.880 -1.076
H -3.075 -2.631 -1.833
H -5.125 -1.688 -0.751
H -4.913 0.055 1.029
H -2.668 0.894 1.696
```

Atomic partial charges in e from the natural (NBO) method, atoms 1 to 4:
1. C -0.92
2. Ba 0.18
3. N -1.18
4. N -1.21